## one
# C4H8OS

The molecule C4H8OS (ωB97M-V with the def2-TZVPD basis set, the Open Molecules 2025 dataset).

SMILES string	CCOC(C)=S
frontier orbital gap	9.5	eV
highest occupied orbital energy	-8.752	eV

XYZ file:
```
14
Properties=species:S:1:pos:R:3:lowdin_charge:R:1
S -1.3770 1.6956 -0.1263 0.77
O 0.0009 -0.4954 -0.4020 -0.12
C -2.2903 -0.8840 0.1358 -0.07
C -1.1955 0.1170 -0.1629 -0.87
C 1.9361 0.4241 0.5164 -0.09
C 1.1911 0.2011 -0.7704 -0.27
H -2.5065 -1.4628 -0.7446 0.09
H 2.1564 -0.5404 1.0103 0.09
H 2.8297 0.9994 0.4848 0.06
H 1.7610 -0.4222 -1.4200 0.11
H 1.1136 1.1461 -1.2634 0.09
H -1.9138 -1.5061 0.9215 0.08
H 1.3894 1.0429 1.2853 0.09
H -3.0952 -0.3154 0.5355 0.06
```

=====

## two
# C4H8OS

A structure of composition C4H8OS (ωB97M-V with the def2-TZVPD basis set, the Open Molecules 2025 dataset).

frontier orbital gap	9.8	eV
highest occupied orbital energy	-9.016	eV

XYZ file:
```
14
Properties=species:S:1:pos:R:3:lowdin_charge:R:1
S -0.4756 0.6231 2.8189 0.76
O -0.5447 2.3181 0.8565 -0.05
C -0.6596 -0.5095 0.1064 -0.01
C 0.3001 -0.2976 -0.7758 -0.22
C -0.9992 1.1095 1.2377 -0.74
C 0.9027 -1.3082 -1.7886 -0.11
H 0.3962 -2.3217 -1.7384 0.09
H 0.7331 0.7413 -1.0184 0.12
H 0.3583 2.3818 0.8599 0.04
H 1.9579 -1.3726 -1.5567 0.06
H -2.0083 1.0599 0.9587 0.06
H 0.5579 -0.1764 2.3708 -0.10
H -1.2047 -1.3067 0.4622 0.05
H 0.6858 -0.9409 -2.7933 0.06
```

=====

## three
# C4H8OS

The molecule C4H8OS (ωB97M-V with the def2-TZVPD basis set, the Open Molecules 2025 dataset).

frontier orbital gap	9.9	eV
highest occupied orbital energy	-8.976	eV

XYZ file:
```
14
Properties=species:S:1:pos:R:3:lowdin_charge:R:1
S -2.3807 -0.2624 -0.3275 0.94
O -3.3988 -0.0720 0.7133 -0.59
C 1.7713 -0.2001 0.1992 -0.11
C 0.5418 -0.9350 -0.3961 -0.23
C -1.0572 1.1611 -0.3914 -0.24
C -0.5591 -0.1068 0.2187 -0.49
H 1.8836 0.8901 -0.0395 0.10
H 2.5939 -0.6908 -0.2714 0.05
H -0.3355 -0.0194 1.2824 0.12
H -1.3227 2.0021 0.3936 0.13
H 0.6668 -1.0122 -1.4309 0.09
H 1.9219 -0.3863 1.2958 0.09
H 0.4409 -1.8895 0.0562 0.10
H -0.7663 1.5212 -1.3023 0.03
```

=====

## four
# C4H8OS

A cluster of 2 separate species, C4H8OS in total (ωB97M-V with the def2-TZVPD basis set, the Open Molecules 2025 dataset).

frontier orbital gap	7.6	eV
highest occupied orbital energy	-8.627	eV

XYZ file:
```
14
Properties=species:S:1:pos:R:3:lowdin_charge:R:1
S 0.1838 -2.2044 1.5043 0.68
O -0.5380 1.4319 -2.1265 -0.12
C 0.3012 -0.5544 1.0186 -0.76
C -0.0099 -0.3252 -0.5480 -0.24
C -1.0129 -0.0727 0.5155 -0.22
C 0.4382 1.0245 -1.0965 -0.22
H -1.2580 1.0130 0.7204 0.14
H 0.3081 -1.4586 -0.9509 0.18
H -1.4352 1.5799 -1.5756 0.14
H 2.0517 -2.0998 2.2048 0.12
H -1.7717 -0.7818 0.8027 0.08
H 0.6232 1.8068 -0.3426 0.14
H 1.1775 0.6709 -1.6833 0.07
H 0.9422 -0.0300 1.5570 0.02
```

=====

Least stable = four

=====

## one
# C4H8OS

A structure of composition C4H8OS (ωB97M-V with the def2-TZVPD basis set, the Open Molecules 2025 dataset).

frontier orbital gap	9.0	eV
highest occupied orbital energy	-8.336	eV

XYZ file:
```
14
Properties=species:S:1:pos:R:3:lowdin_charge:R:1
S -1.4875 -1.1051 0.1346 0.81
O 1.9641 -0.1118 0.0101 -0.08
C -0.8399 1.4847 -0.2522 -0.22
C 0.8942 -0.6514 0.6287 -0.47
C -0.5213 0.3781 0.8014 -0.50
C 0.1439 -1.5553 -0.2965 -0.55
H 1.1098 -0.9427 1.7340 0.18
H 0.5396 -2.5840 -0.3154 0.08
H 0.3562 1.9784 -0.6395 0.13
H -1.7576 2.2361 0.2479 0.13
H -1.3918 1.1053 -1.4064 0.12
H -0.7850 0.8309 1.7440 0.07
H 0.2598 -1.5069 -1.5341 0.14
H 1.5154 0.4440 -0.8566 0.18
```

=====

## two
# C4H8OS

The molecule C4H8OS (ωB97M-V with the def2-TZVPD basis set, the Open Molecules 2025 dataset).

SMILES string	C=C(OC)SC
frontier orbital gap	9.3	eV
highest occupied orbital energy	-8.649	eV

XYZ file:
```
14
Properties=species:S:1:pos:R:3:lowdin_charge:R:1
S 1.1268 -0.7175 -0.7348 0.75
O -1.7101 -0.0488 0.3250 -0.13
C -0.4967 1.7831 -0.4752 0.00
C -1.9233 -1.3577 -0.1582 -0.12
C 2.2580 -0.0490 0.4773 -0.47
C -0.6132 0.5062 -0.1867 -0.44
H 1.8704 -0.0024 1.3928 -0.02
H -1.2688 2.5096 -0.3665 0.06
H 2.4868 1.0658 0.3069 0.07
H -2.7970 -1.5823 0.4291 0.08
H 0.2753 2.4202 -0.7895 0.04
H -1.2087 -2.1480 0.0384 0.06
H -2.0583 -1.2642 -1.3408 0.14
H 3.0824 -0.6028 0.5431 -0.03
```

=====

Least stable = one